Run A
12
Properties=species:S:1:pos:R:3 method="wB97M-V/def2-TZVPD" homo_energy_ev=-9.8 lumo_ev=-0.69 smiles="[H]/N=C/S(=O)(=O)SC" orbital_gap_ev=9.1
C 1.23 -1.52 1.06
C 0.19 2.01 -0.97
N 0.01 -1.56 1.33
O 1.08 -0.60 -1.85
O 3.29 -0.28 -0.05
S 1.10 1.55 0.52
S 1.88 -0.23 -0.08
H 2.13 -2.15 1.44
H 0.78 2.84 -1.42
H -0.78 2.25 -0.84
H 0.24 1.12 -1.72
H -0.32 -2.22 1.99

Run B
12
Properties=species:S:1:pos:R:3 method="wB97M-V/def2-TZVPD" homo_energy_ev=-9.1 lumo_ev=-2.25 orbital_gap_ev=6.9
C 0.72 -0.02 0.69
C -0.55 -0.22 -0.03
N 1.33 1.21 0.28
O -0.95 2.49 -0.07
O -2.92 0.71 -0.46
S 2.76 1.21 -0.37
S -1.81 1.07 0.41
H 0.59 0.15 1.77
H 1.31 -0.98 0.44
H -0.53 -0.18 -1.21
H -1.20 -1.15 0.06
H 0.07 2.28 0.01

Run C
12
Properties=species:S:1:pos:R:3 method="wB97M-V/def2-TZVPD" homo_energy_ev=-9.4 lumo_ev=0.38 smiles="NC(S)(S)C(=O)O" orbital_gap_ev=9.8
C -1.12 0.91 -0.46
C 0.14 0.08 -0.17
N 0.09 -0.69 1.09
O -1.08 1.81 -1.23
O -2.22 0.40 0.09
S 1.64 1.09 -0.14
S 0.32 -1.08 -1.59
H 0.58 -1.58 1.05
H -1.89 -0.42 0.59
H 0.51 -0.15 1.84
H 1.41 1.95 -1.21
H 1.00 -0.23 -2.40

The energetic minimum among the shown structures is run C; the next structure lies 0.1202 hartree above.